Computed, not measured: a structure of composition C30H41Ge2N6Ni in a non-equilibrium geometry, with ωB97M-V/def2-TZVPD.

Summary:
**ΔE to the lowest compared entry with this formula, charge and spin**: 0.781 eV
**E_tot**: -7157.93351 Eh
**Kohn-Sham gap (alpha / beta)**: 4.6 / 6.8 eV
**Multiplicity**: 4
**Net charge**: +2
**E_LUMO (alpha / beta)**: -7.09 / -7.06 eV

Cartesian coordinates (Å):
Ni (0.300, 1.113, -0.985)
N (1.770, 0.741, 0.635)
C (1.805, 1.741, 1.724)
C (0.575, 2.686, 1.716)
N (-0.243, 2.535, 0.501)
C (-0.730, 3.800, -0.071)
C (-1.563, 3.484, -1.302)
N (-0.799, 2.570, -2.181)
H (2.670, 0.748, 0.165)
H (1.675, -0.185, 1.041)
H (1.856, 1.234, 2.686)
H (2.709, 2.337, 1.615)
H (-0.035, 2.510, 2.603)
H (0.923, 3.717, 1.769)
H (-1.061, 1.967, 0.738)
H (-1.325, 4.372, 0.645)
H (0.133, 4.409, -0.350)
H (-2.485, 2.981, -1.005)
H (-1.835, 4.409, -1.812)
H (-1.410, 2.181, -2.891)
H (-0.086, 3.094, -2.681)
C (5.370, 3.301, -2.129)
C (5.369, 2.169, -2.938)
C (4.248, 1.370, -3.020)
C (3.107, 1.704, -2.274)
C (3.114, 2.846, -1.462)
C (4.239, 3.641, -1.395)
N (1.945, 0.946, -2.303)
N (1.857, 0.026, -3.138)
C (0.688, -0.693, -3.159)
C (0.520, -1.678, -4.128)
C (-0.688, -2.341, -4.208)
C (-1.699, -2.006, -3.316)
C (-1.446, -1.035, -2.363)
N (-0.285, -0.396, -2.267)
H (6.252, 3.925, -2.075)
H (6.252, 1.914, -3.508)
H (4.226, 0.487, -3.642)
H (2.212, 3.086, -0.907)
H (4.247, 4.528, -0.776)
H (1.336, -1.878, -4.809)
H (-0.855, -3.100, -4.960)
H (-2.665, -2.488, -3.360)
H (-2.210, -0.765, -1.643)
C (-4.210, 0.090, 0.188)
Ge (-3.263, -0.252, 1.886)
C (-2.985, 1.459, 2.839)
C (-4.116, -1.608, 3.029)
Ge (-1.024, -1.292, 1.231)
C (-1.019, -2.870, 0.056)
C (-2.227, -3.551, -0.106)
C (-2.296, -4.695, -0.888)
C (-1.156, -5.162, -1.528)
C (0.046, -4.481, -1.391)
C (0.115, -3.339, -0.606)
C (0.309, -1.509, 2.670)
C (1.475, -2.268, 2.540)
C (2.352, -2.402, 3.608)
C (2.070, -1.790, 4.822)
C (0.914, -1.036, 4.968)
C (0.046, -0.891, 3.896)
H (-5.129, 0.639, 0.398)
H (-4.477, -0.844, -0.305)
H (-3.603, 0.691, -0.492)
H (-3.917, 1.685, 3.361)
H (-2.784, 2.286, 2.155)
H (-2.193, 1.403, 3.583)
H (-5.109, -1.260, 3.319)
H (-3.528, -1.770, 3.931)
H (-4.221, -2.555, 2.504)
H (-3.120, -3.193, 0.397)
H (-3.234, -5.225, -0.994)
H (-1.205, -6.057, -2.134)
H (0.935, -4.844, -1.891)
H (1.055, -2.803, -0.524)
H (1.692, -2.781, 1.610)
H (3.251, -2.993, 3.495)
H (2.746, -1.915, 5.658)
H (0.691, -0.567, 5.918)
H (-0.862, -0.309, 4.019)

Force components x, y, z for each atom (eV/Å):
Ni 0.29 0.44 0.16
N 0.01 -0.29 -0.36
C -0.20 0.19 0.02
C 0.29 -0.21 0.06
N -0.25 -0.18 -0.15
C -0.13 0.00 -0.19
C 0.06 0.08 0.13
N 0.09 -0.19 0.13
H 0.05 -0.07 0.04
H -0.08 -0.08 0.06
H 0.06 -0.03 -0.01
H 0.02 -0.03 0.02
H -0.05 0.01 -0.04
H -0.05 0.02 0.00
H -0.04 0.12 0.23
H 0.03 0.01 0.00
H 0.04 -0.02 0.06
H 0.00 -0.03 -0.04
H -0.05 -0.02 -0.01
H 0.01 -0.05 -0.04
H 0.00 0.05 -0.06
C -0.11 0.00 0.02
C 0.09 0.06 -0.01
C -0.36 -0.11 0.11
C 1.22 0.60 -0.12
C -0.34 -0.43 -0.17
C 0.20 0.15 0.02
N -1.49 -0.46 0.09
N 1.58 0.56 -0.24
C -1.69 -0.82 0.18
C 0.57 0.49 0.15
C -0.48 -0.08 0.18
C 0.22 -0.12 -0.38
C -0.15 0.11 0.28
N 0.54 0.06 -0.20
H 0.00 -0.01 0.01
H -0.01 0.00 0.00
H 0.07 0.01 -0.01
H 0.06 0.10 0.06
H -0.03 -0.01 0.00
H -0.01 -0.01 0.00
H 0.05 -0.01 0.00
H 0.00 0.00 0.06
H 0.05 0.00 0.02
C 0.01 -0.05 0.32
Ge 0.67 -0.59 -0.10
C -0.10 -0.29 -0.13
C -0.15 0.38 -0.13
Ge -0.02 0.29 0.09
C -0.31 0.30 0.35
C 0.10 -0.03 -0.05
C -0.05 0.02 -0.04
C -0.03 -0.04 -0.05
C 0.11 0.03 -0.03
C -0.04 0.06 0.00
C -0.45 0.11 -0.20
C -0.04 0.02 -0.09
C 0.04 0.02 -0.01
C 0.03 -0.02 0.01
C 0.03 0.05 0.02
C 0.03 0.05 -0.05
H -0.02 -0.01 -0.04
H 0.02 0.00 -0.01
H 0.01 0.02 0.01
H 0.01 0.06 0.00
H 0.00 0.00 -0.01
H 0.00 0.00 -0.02
H 0.00 -0.04 0.03
H 0.05 0.02 -0.02
H 0.03 0.01 -0.03
H -0.02 -0.06 -0.01
H 0.01 -0.01 0.01
H 0.01 0.00 0.01
H -0.01 -0.02 0.00
H 0.03 -0.06 0.00
H 0.01 -0.03 0.04
H -0.02 -0.02 0.01
H 0.00 0.02 0.00
H -0.02 -0.02 0.00
H 0.03 -0.03 0.06